# 1
{
  "formula": "C39H42Cl3N4S3SiTi",
  "method": "ωB97M-V/def2-TZVPD",
  "de_lowest_kj_mol": 90.73,
  "total_charge": 1,
  "homo_lumo_gap_ev": 6.62,
  "symbols": ["Ti", "S", "C", "N", "C", "C", "N", "C", "C", "C", "C", "C", "C", "C", "C", "S", "C", "C", "C", "C", "C", "C", "C", "H", "H", "H", "H", "H", "H", "H", "H", "H", "H", "H", "H", "H", "H", "H", "H", "H", "H", "Cl", "C", "C", "C", "C", "C", "Cl", "C", "S", "H", "H", "H", "C", "Si", "C", "C", "C", "C", "H", "H", "H", "H", "H", "H", "H", "H", "H", "C", "N", "C", "C", "N", "H", "H", "H", "H", "H", "H", "Cl", "C", "C", "C", "C", "C", "C", "C", "H", "H", "H", "H", "H", "H"],
  "positions_angstrom": [[-0.28445, 2.04667, -0.01446], [2.14715, 0.72017, 0.75394], [2.49105, -0.80083, 0.17404], [3.33185, -1.64523, 0.78334], [3.51405, -2.95563, 0.19754], [3.68115, -2.79943, -1.30956], [2.51455, -2.12453, -1.83986], [2.05955, -2.52003, -3.16016], [1.39685, -3.87563, -3.12666], [0.23915, -4.04453, -2.37576], [-0.36915, -5.28303, -2.29766], [0.16475, -6.36363, -2.97996], [1.30195, -6.19633, -3.75086], [1.92005, -4.95793, -3.82046], [1.87255, -1.22303, -1.09266], [0.39565, -0.58433, -1.53116], [3.86155, -1.39753, 2.11564], [2.97665, -2.05193, 3.15004], [3.29295, -3.29543, 3.67984], [2.42575, -3.93143, 4.55184], [1.22445, -3.33443, 4.89404], [0.91595, -2.07953, 4.39404], [1.79045, -1.43673, 3.53564], [2.64555, -3.59253, 0.40944], [4.40055, -3.41653, 0.63224], [3.76195, -3.78013, -1.78656], [4.59185, -2.22383, -1.52306], [2.92455, -2.52973, -3.82876], [1.34645, -1.76803, -3.50826], [-0.18625, -3.19443, -1.86336], [-1.27015, -5.39723, -1.71336], [-0.31235, -7.32983, -2.91856], [1.70445, -7.02973, -4.30636], [2.80395, -4.83363, -4.43006], [3.88995, -0.31713, 2.26434], [4.87805, -1.79563, 2.15934], [4.22295, -3.77363, 3.41234], [2.69045, -4.89223, 4.96614], [0.53925, -3.83923, 5.55964], [-0.00415, -1.58843, 4.67974], [1.54345, -0.45223, 3.16474], [1.32945, 3.74127, 1.06094], [0.78035, 3.96217, 2.69004], [1.10275, 5.12137, 3.37264], [0.65285, 5.28877, 4.67184], [-0.08525, 4.29017, 5.28594], [-0.37735, 3.12497, 4.60164], [-1.25695, 1.86937, 5.38004], [0.02565, 2.93677, 3.27044], [-0.42045, 1.49537, 2.41874], [1.69775, 5.87927, 2.89014], [0.88585, 6.19067, 5.21084], [-0.43635, 4.41877, 6.29704], [1.71475, 1.23407, -5.48446], [0.44075, 2.40797, -4.67696], [0.28695, 4.03937, -5.64176], [-1.29795, 1.62097, -4.47826], [0.83265, 2.63287, -2.87046], [0.70965, 2.53727, -1.66026], [1.47835, 1.05777, -6.53026], [1.74565, 0.26767, -4.98876], [2.71705, 1.65187, -5.44456], [-0.14835, 3.84787, -6.61806], [1.24325, 4.52607, -5.79976], [-0.35735, 4.74917, -5.13246], [-1.57965, 0.99457, -5.31786], [-2.04895, 2.40047, -4.38706], [-1.34985, 1.01317, -3.57446], [-5.01395, -0.59433, 0.38554], [-3.64265, -0.70553, 0.84114], [-3.34515, -1.72493, 1.82894], [-2.69145, 0.02737, 0.39374], [-1.79635, 0.65397, 0.00004], [-5.65305, -0.24733, 1.20174], [-5.36555, -1.57293, 0.05464], [-5.08045, 0.10157, -0.44686], [-3.92885, -1.54793, 2.73414], [-2.28595, -1.69853, 2.07874], [-3.59445, -2.70953, 1.42654], [-3.62065, 2.27627, -1.68176], [-3.79875, 2.90557, -0.06556], [-4.97895, 2.72387, 0.63004], [-5.06325, 3.13887, 1.95054], [-3.97825, 3.76127, 2.54574], [-2.82125, 3.98517, 1.82634], [-2.69375, 3.55707, 0.49854], [-1.47095, 3.78287, -0.27656], [-5.83225, 2.27997, 0.14264], [-5.97635, 2.98917, 2.50684], [-4.04405, 4.09957, 3.56834], [-2.00135, 4.52577, 2.28434], [-0.94885, 4.68157, 0.07294], [-1.69325, 3.89977, -1.34626]],
  "lowdin_charge": [0.514, 0.736, -0.638, -0.097, -0.097, -0.090, -0.096, -0.126, -0.214, -0.044, -0.073, -0.079, -0.072, -0.043, -0.645, 0.792, -0.114, -0.204, -0.046, -0.075, -0.080, -0.070, -0.043, 0.148, 0.136, 0.137, 0.146, 0.138, 0.080, 0.065, 0.104, 0.106, 0.108, 0.114, 0.093, 0.134, 0.111, 0.107, 0.105, 0.100, 0.043, 0.789, -0.609, -0.089, -0.067, -0.095, -0.692, 0.690, -0.691, 0.611, 0.112, 0.112, 0.111, -0.168, 0.519, -0.178, -0.181, -0.161, -0.309, 0.029, 0.003, 0.029, 0.030, 0.026, 0.027, 0.027, 0.015, -0.008, -0.014, -0.146, 0.000, -0.240, 0.014, 0.103, 0.103, 0.069, 0.105, 0.099, 0.102, 0.762, -0.596, -0.119, -0.070, -0.061, -0.042, -0.348, -0.236, 0.103, 0.108, 0.111, 0.114, 0.068, 0.053]
}

# 2
{
  "formula": "C39H42F11N9O3Pt",
  "method": "ωB97M-V/def2-TZVPD",
  "de_lowest_kj_mol": 61.43,
  "total_charge": 2,
  "homo_lumo_gap_ev": 6.62,
  "symbols": ["Pt", "C", "N", "C", "C", "N", "C", "C", "F", "C", "F", "C", "F", "C", "F", "C", "F", "C", "C", "N", "C", "C", "F", "C", "F", "C", "F", "C", "F", "C", "F", "H", "H", "H", "H", "H", "H", "H", "H", "H", "H", "H", "F", "C", "C", "C", "C", "O", "C", "C", "N", "C", "C", "C", "C", "C", "C", "N", "C", "C", "N", "C", "C", "C", "O", "O", "H", "H", "H", "H", "H", "H", "H", "H", "H", "H", "H", "H", "H", "H", "H", "H", "H", "H", "C", "N", "C", "C", "N", "N", "C", "C", "H", "H", "H", "H", "H", "H", "H", "H", "H", "H", "H", "H", "H"],
  "positions_angstrom": [[0.60841, -1.05530, 1.77597], [-1.94814, -2.70332, 1.58025], [-0.99403, -2.13962, 2.56320], [-1.72352, -1.29884, 3.55855], [-0.86929, -0.14030, 4.03667], [-0.24540, 0.42348, 2.84905], [0.05635, 1.77898, 2.83053], [0.25017, 2.54149, 3.99510], [0.32753, 1.94215, 5.19261], [0.44498, 3.91114, 3.98923], [0.62317, 4.55219, 5.13774], [0.50708, 4.60449, 2.79448], [0.71440, 5.91629, 2.77110], [0.35921, 3.88992, 1.62232], [0.42271, 4.51371, 0.44191], [0.13035, 2.52680, 1.65121], [-0.01943, 1.93555, 0.44433], [-0.27257, -3.28383, 3.18613], [0.81374, -2.78787, 4.09662], [1.55844, -1.71104, 3.43837], [2.78178, -1.38147, 4.00799], [3.60773, -2.32804, 4.64101], [3.32581, -3.64355, 4.58823], [4.76757, -2.00211, 5.32812], [5.47753, -2.97296, 5.89217], [5.22118, -0.69905, 5.37294], [6.35669, -0.38458, 5.98380], [4.47123, 0.26053, 4.72115], [4.86719, 1.53348, 4.71245], [3.28802, -0.07871, 4.09341], [2.61533, 0.94163, 3.54538], [-2.60342, -3.40404, 2.10054], [-1.39099, -3.21875, 0.80247], [-2.54318, -1.90410, 1.14849], [-2.05624, -1.92987, 4.38625], [-2.60260, -0.90449, 3.05237], [-0.16007, -0.43923, 4.80831], [-1.53900, 0.59614, 4.48284], [0.15707, -3.85378, 2.36156], [-0.98150, -3.92176, 3.71957], [1.43290, -3.64787, 4.34207], [0.38731, -2.42508, 5.04174], [-4.88676, 1.74699, -1.25672], [-3.92038, 1.05126, -1.88763], [-2.88395, 0.57892, -1.14115], [-1.87711, -0.19141, -1.73247], [-0.80133, -0.73402, -0.92210], [-0.75148, -0.41320, 0.29512], [0.12326, -1.57129, -1.59214], [0.02789, -1.73141, -2.94308], [-0.93166, -1.17977, -3.70842], [-0.92755, -1.42939, -5.13771], [0.36826, -1.29333, -5.87530], [-0.70989, -0.27211, -6.06979], [-1.93955, -0.43736, -3.10974], [-3.00697, 0.07230, -3.86000], [-4.02073, 0.81457, -3.27502], [-5.06716, 1.32150, -4.06928], [-6.02857, 2.29267, -3.54435], [-6.88655, 2.80849, -4.70603], [-6.06743, 2.73146, -5.96143], [-5.85889, 1.29089, -6.36276], [-5.67455, 0.47030, -5.08262], [1.21121, -2.29619, -0.85140], [2.21753, -2.62606, -1.43593], [0.89272, -2.61549, 0.37979], [-2.84370, 0.79245, -0.08122], [0.76618, -2.32945, -3.46092], [-1.60438, -2.21877, -5.44141], [0.56726, -2.00337, -6.66391], [1.23648, -0.98793, -5.30821], [-1.25675, -0.27154, -7.00245], [-0.55257, 0.70050, -5.62332], [-3.01171, -0.09438, -4.92604], [-5.48659, 3.12263, -3.09564], [-6.69753, 1.87890, -2.78568], [-7.19583, 3.83837, -4.54642], [-7.77291, 2.20243, -4.88211], [-5.15387, 3.15015, -5.77507], [-6.49859, 3.25866, -6.72156], [-4.98375, 1.26378, -7.00856], [-6.73382, 0.97719, -6.92887], [-5.05391, -0.39322, -5.29735], [-6.63821, 0.08276, -4.73345], [3.98348, -2.49975, 1.23312], [4.33983, -1.08782, 1.27938], [5.69714, -0.85251, 1.75913], [3.53323, -0.07429, 0.94121], [2.19909, -0.11547, 0.89963], [4.14661, 1.09539, 0.60009], [5.23145, 1.10029, -0.38016], [3.45187, 2.36695, 0.71173], [4.76801, -3.02734, 0.68894], [3.05192, -2.64949, 0.71688], [3.92504, -2.91406, 2.23629], [5.86901, -1.50541, 2.61303], [5.82315, 0.18108, 2.06881], [6.43950, -1.09470, 0.99687], [1.85213, 0.66969, 0.36603], [5.52228, 0.08781, -0.63821], [6.09796, 1.63978, 0.00303], [4.88659, 1.59472, -1.29164], [2.82882, 2.37595, 1.60141], [2.84386, 2.58957, -0.17359], [4.19838, 3.15376, 0.81215]],
  "lowdin_charge": [1.599, -0.039, -0.306, -0.125, -0.207, -0.120, -0.170, -0.147, 0.109, -0.134, 0.149, -0.136, 0.147, -0.154, 0.122, -0.161, 0.070, -0.162, -0.190, -0.115, -0.169, -0.152, 0.083, -0.144, 0.146, -0.149, 0.149, -0.152, 0.135, -0.151, 0.094, 0.113, 0.091, 0.087, 0.142, 0.126, 0.103, 0.138, 0.124, 0.142, 0.120, 0.125, 0.075, -0.179, 0.097, -0.041, -0.265, -0.134, -0.021, 0.069, 0.022, -0.252, -0.069, -0.090, -0.102, 0.068, -0.121, -0.085, -0.124, -0.072, 0.064, -0.063, -0.122, -0.591, 0.103, -0.193, 0.146, 0.158, 0.160, 0.118, 0.116, 0.108, 0.117, 0.108, 0.137, 0.139, 0.144, 0.140, 0.186, 0.190, 0.137, 0.142, 0.127, 0.141, -0.001, -0.101, -0.022, -0.387, 0.031, -0.144, -0.029, -0.034, 0.112, 0.047, 0.080, 0.096, 0.099, 0.101, 0.061, 0.090, 0.102, 0.098, 0.075, 0.100, 0.108]
}